A 14-piece molecular cluster, C3H34O14 overall at a distorted geometry. Source: the OMol25 dataset; level of theory: the ωB97M-V functional and the def2-TZVPD basis.

Calculated values
ΔE to the lowest compared entry with this formula, charge and spin   76.9 kcal/mol
Largest force on an atom   4.5 eV/Å
Lowest unoccupied orbital energy   -1.087 eV
Frontier orbital gap   8.2491 eV
Total energy   -1187.959463 Eh

Cartesian coordinates (Å):
O 3.157 -1.051 -2.334
H 2.562 -1.010 -1.547
H 3.259 -1.973 -2.599
H 3.953 -0.592 -2.041
C 0.961 1.155 0.622
C 0.505 -0.228 0.192
C -0.636 -0.215 -0.859
O 1.652 -0.916 -0.243
H 1.462 1.596 -0.242
H 1.649 1.230 1.464
H 0.125 1.794 0.909
H 0.170 -0.742 1.097
H -0.348 0.216 -1.820
H -1.445 0.428 -0.511
H -0.934 -1.236 -1.096
O -4.190 0.010 0.943
H -3.840 -0.017 0.050
H -3.432 -0.186 1.503
O 0.339 -3.412 -1.231
H -0.028 -3.228 -2.098
H 0.538 -2.544 -0.862
O 4.071 -0.366 1.160
H 3.217 -0.500 0.731
H 4.501 0.314 0.639
O 0.577 4.357 3.093
H -0.229 4.845 3.269
H 0.618 4.299 2.133
O -1.764 -1.204 -4.776
H -2.692 -1.428 -4.685
H -1.594 -0.586 -4.061
O -2.338 -0.941 2.845
H -3.129 -1.175 3.337
H -1.792 -1.731 2.875
O -3.791 -0.922 -1.765
H -4.206 -1.119 -2.607
H -3.249 -1.692 -1.577
O 3.333 -3.484 0.601
H 2.731 -4.219 0.467
H 2.799 -2.703 0.436
O -0.168 3.633 -2.088
H -0.497 2.737 -2.189
H 0.603 3.672 -2.657
O -2.089 1.698 2.270
H -1.391 2.115 2.781
H -2.018 0.760 2.484
O -0.398 4.597 0.569
H -1.306 4.291 0.615
H -0.099 4.333 -0.305
O 1.411 -2.938 2.705
H 2.148 -3.453 2.368
H 1.258 -2.270 2.034

Results of the Mulliken charge analysis, in e, for atoms 1 through 6: -0.39, 0.19, 0.43, 0.45, -1.81, 0.92



A 15-piece molecular cluster, C3H36NO15 overall at a distorted geometry. Source: the OMol25 dataset; level of theory: the ωB97M-V functional and the def2-TZVPD basis.

Calculated values
ΔE to the lowest compared entry with this formula, charge and spin   16.2 kcal/mol
Charge   +1
Largest force on an atom   2.8 eV/Å
Lowest unoccupied orbital energy   -2.679 eV
Frontier orbital gap   8.6998 eV
Total energy   -1319.014547 Eh

Cartesian coordinates (Å):
C -1.824 0.143 0.486
C -0.557 0.396 0.843
C -3.389 -1.337 -0.774
N -2.272 -1.074 0.036
H -2.516 0.951 0.330
H 0.254 -0.341 0.863
H -0.196 1.352 1.173
H -3.597 -2.423 -0.865
H -4.279 -0.827 -0.390
H -1.516 -1.761 -0.115
H -0.579 0.219 -3.420
H -1.248 2.062 -2.733
O -1.550 1.161 -3.000
H 3.790 -2.030 -1.567
H 4.170 -0.476 -1.047
O 3.561 -1.215 -1.115
H -0.942 3.580 -0.740
H -1.076 4.134 -2.208
O -1.348 3.438 -1.602
H 2.499 0.363 -1.669
H 2.084 1.899 -1.685
O 2.144 1.074 -2.214
H -0.268 -2.244 3.463
H -1.124 -2.095 2.272
O -0.540 -2.753 2.686
H 0.348 -2.348 -1.223
H 1.680 -1.586 -1.449
O 0.723 -1.434 -1.358
H 2.087 1.912 0.802
H 2.154 3.294 0.068
O 2.518 2.403 0.074
H -2.337 0.909 -2.474
H -2.724 -1.387 -2.688
O -3.154 -0.765 -2.084
H 0.176 -3.691 1.630
H 1.463 -3.408 1.163
O 0.763 -4.003 0.854
H 0.354 -0.862 -2.672
H 0.980 0.617 -3.180
O 0.429 -0.197 -3.475
H 0.499 4.904 0.952
H 0.213 3.495 1.730
O 0.195 3.995 0.906
H 2.760 0.323 1.883
H 3.034 1.350 3.136
O 2.495 1.097 2.385
H -0.160 -3.905 -0.358
H -0.523 -4.512 -1.798
O -0.531 -3.693 -1.295
H 0.031 0.225 4.553
H 1.063 -0.211 3.414
O 0.448 -0.514 4.092
H -2.139 2.358 3.387
H -1.300 1.423 2.620
O -1.229 2.014 3.395

Results of the Mulliken charge analysis, in e, for atoms 1 through 6: -0.09, 0.32, -0.53, 0.03, 0.45, -0.25



A 15-piece molecular cluster, C3H36O15 overall at a distorted geometry. Source: the OMol25 dataset; level of theory: the ωB97M-V functional and the def2-TZVPD basis.

Calculated values
ΔE to the lowest compared entry with this formula, charge and spin   8.4 kcal/mol
Largest force on an atom   2.8 eV/Å
Lowest unoccupied orbital energy   -0.718 eV
Frontier orbital gap   9.3569 eV
Total energy   -1264.494712 Eh

Cartesian coordinates (Å):
O 3.192 -0.436 -3.148
H 3.509 -0.745 -3.996
H 2.247 -0.345 -3.263
O 1.892 -3.106 -1.877
H 1.565 -3.754 -1.253
H 2.825 -3.303 -1.962
O -0.830 -0.930 4.295
H -0.890 -1.863 4.090
H 0.083 -0.798 4.547
O -4.014 1.351 0.825
H -3.993 0.633 0.192
H -3.467 1.049 1.550
O 3.569 -3.345 1.289
H 2.619 -3.340 1.407
H 3.875 -2.579 1.774
O 0.133 0.935 -3.940
H 0.131 0.722 -3.007
H 0.425 0.131 -4.369
O 1.833 -0.653 4.885
H 2.246 -0.863 4.047
H 2.041 -1.398 5.448
O -3.308 -2.866 1.782
H -2.565 -3.179 2.299
H -3.878 -3.631 1.695
O -1.474 -2.506 -2.363
H -0.959 -1.777 -2.020
H -1.062 -3.287 -1.994
O -2.903 0.032 2.952
H -2.053 -0.075 3.380
H -3.173 -0.859 2.730
O -2.619 3.981 0.531
H -2.210 3.814 1.381
H -3.284 3.298 0.447
O 3.111 2.173 -1.580
H 3.095 1.357 -2.081
H 2.618 2.794 -2.117
O -0.757 4.283 -1.494
H -1.312 4.314 -2.274
H -1.370 4.173 -0.767
O 1.178 3.496 -3.249
H 0.577 2.876 -3.663
H 0.644 3.949 -2.597
C -0.292 1.317 -0.063
C 0.612 0.074 -0.145
C 0.278 -0.978 0.942
O 0.442 -0.575 -1.363
H -1.233 0.998 -0.511
H 0.009 2.190 -0.643
H -0.462 1.698 0.944
H 1.604 0.496 0.017
H 0.209 -0.585 1.956
H 1.068 -1.726 1.015
H -0.693 -1.437 0.757
H 1.172 -1.193 -1.438

Results of the Mulliken charge analysis, in e, for atoms 1 through 6: -0.64, 0.29, 0.23, -0.53, 0.25, 0.27



A 16-piece molecular cluster, C3H36O16S overall at a distorted geometry. Source: the OMol25 dataset; level of theory: the ωB97M-V functional and the def2-TZVPD basis.

Calculated values
ΔE to the lowest compared entry with this formula, charge and spin   2.8 kcal/mol
Charge   -2
Largest force on an atom   4.5 eV/Å
Lowest unoccupied orbital energy   4.582 eV
Frontier orbital gap   6.1481 eV
Total energy   -1737.855434 Eh

Cartesian coordinates (Å):
C 0.446 0.350 1.469
O 0.270 1.410 0.578
C -0.894 -0.363 1.674
C -0.718 -1.905 1.522
S -0.759 -2.778 3.205
H 1.353 -0.229 1.212
H 0.968 0.863 2.457
H -1.726 -0.140 1.013
H -1.354 0.050 2.735
H 0.345 -2.143 1.262
H -1.328 -2.375 0.832
H 1.962 -1.919 3.737
H 0.917 -0.890 4.424
O 1.783 -1.394 4.522
H 2.571 2.318 0.172
H 2.770 2.503 1.764
O 3.219 2.686 0.975
H -3.749 -1.058 -1.125
H -4.398 -1.708 0.295
O -4.505 -1.391 -0.605
H -0.440 -3.613 -2.605
H 0.964 -3.434 -2.258
O 0.361 -4.195 -2.290
H -2.523 0.534 4.032
H -1.675 1.520 3.359
O -2.227 1.441 4.129
H 1.132 1.655 -0.002
H 3.060 1.677 -1.202
O 2.176 1.888 -1.086
H 1.037 0.645 -1.561
H 0.681 1.256 -2.959
O 0.775 0.412 -2.408
H -4.319 -1.111 2.621
H -3.178 -1.965 2.384
O -4.076 -1.750 2.044
H -2.574 0.525 -2.867
H -1.423 0.687 -1.850
O -2.284 0.324 -1.941
H 0.515 3.709 0.091
H -0.741 3.214 0.276
O -0.277 3.900 -0.405
H 1.758 -3.547 -0.206
H 1.528 -2.175 -0.589
O 2.093 -2.931 -0.766
H 1.032 3.904 -2.842
H 1.652 2.555 -2.340
O 1.274 3.005 -3.157
H 3.550 -0.771 0.096
H 3.580 0.389 1.032
O 4.221 -0.252 0.517
H 0.007 -1.052 -2.390
H -1.377 -1.486 -2.096
O -0.552 -1.840 -2.478
H -0.289 2.333 -3.673
H 0.113 1.117 -4.487
O -0.728 1.546 -4.241

Results of the Mulliken charge analysis, in e, for atoms 1 through 6: 0.24, -0.16, 1.29, -0.95, -0.52, -0.36



A 16-piece molecular cluster, C3H37NO16 overall at a distorted geometry. Source: the OMol25 dataset; level of theory: the ωB97M-V functional and the def2-TZVPD basis.

Calculated values
ΔE to the lowest compared entry with this formula, charge and spin   81.3 kcal/mol
Largest force on an atom   2.0 eV/Å
Lowest unoccupied orbital energy   0.030 eV
Frontier orbital gap   8.9829 eV
Total energy   -1395.029056 Eh

Cartesian coordinates (Å):
C -0.241 -1.433 -2.424
N 0.523 -1.707 -1.215
C 0.030 -0.858 -0.142
C 1.035 -0.650 0.968
O 0.859 0.227 1.777
H 0.166 -2.035 -3.235
H -1.328 -1.528 -2.378
H 0.042 -0.439 -2.769
H 0.411 -2.660 -0.897
H -0.853 -1.366 0.280
H -0.232 0.134 -0.501
H 1.967 -1.231 0.931
H -1.639 2.049 -1.184
H -2.967 1.676 -1.826
O -2.326 1.362 -1.219
H 0.749 -2.113 3.843
H -0.463 -2.585 2.990
O 0.474 -2.331 2.949
H -3.153 -3.091 3.186
H -2.719 -1.727 3.374
O -2.336 -2.579 3.055
H 0.577 3.808 1.070
H 2.046 3.324 0.784
O 1.310 3.851 0.445
H -3.112 0.895 4.192
H -2.291 0.419 3.016
O -2.986 0.108 3.642
H -2.038 1.562 0.674
H -1.576 0.138 0.722
O -2.024 0.789 1.245
H -0.147 2.040 -3.140
H -0.417 2.283 -4.563
O -0.670 1.667 -3.870
H 4.812 0.874 -0.857
H 5.040 2.149 -0.291
O 5.263 1.248 -0.087
H 0.816 -4.679 0.515
H 1.204 -3.747 1.619
O 1.023 -3.749 0.669
H -2.433 3.949 0.814
H -1.619 2.802 1.343
O -1.716 3.362 0.544
H 0.875 1.714 -0.811
H 1.234 3.053 -1.574
O 1.387 2.101 -1.511
H -2.202 -3.982 -0.611
H -1.991 -3.608 0.837
O -1.528 -3.948 0.077
H 2.175 -0.121 -4.637
H 1.240 1.059 -4.037
O 1.891 0.793 -4.702
H 2.829 -2.006 -1.888
H 2.562 -0.572 -2.169
O 3.248 -1.231 -2.297
H 0.410 2.606 3.106
H -0.682 1.526 3.258
O -0.511 2.413 2.913

Results of the Mulliken charge analysis, in e, for atoms 1 through 6: -0.58, 0.10, 0.18, -0.07, -0.41, 0.34



A 16-piece molecular cluster, C3H37NO16 overall at a distorted geometry. Source: the OMol25 dataset; level of theory: the ωB97M-V functional and the def2-TZVPD basis.

Calculated values
ΔE to the lowest compared entry with this formula, charge and spin   64.7 kcal/mol
Largest force on an atom   3.5 eV/Å
Lowest unoccupied orbital energy   -0.162 eV
Frontier orbital gap   9.9932 eV
Total energy   -1395.055409 Eh

Cartesian coordinates (Å):
C -0.539 1.058 -1.743
C -1.969 1.303 -1.341
C -2.317 1.090 0.131
N -3.661 0.998 0.394
O -1.524 1.270 1.058
H -0.379 1.543 -2.713
H 0.204 1.463 -1.060
H -0.267 0.039 -2.013
H -2.737 0.720 -1.856
H -2.383 2.273 -1.652
H -4.255 1.069 -0.414
H -3.938 0.449 1.190
H 1.649 0.121 -3.957
H 3.114 0.269 -3.457
O 2.286 0.736 -3.562
H -3.613 -2.453 -1.090
H -3.533 -1.293 -0.008
O -3.821 -1.554 -0.880
H 2.376 1.609 -1.608
H 3.334 1.544 -0.286
O 2.490 1.427 -0.670
H -0.032 1.798 2.580
H 1.300 1.814 3.345
O 0.490 1.293 3.211
H -1.701 0.122 3.548
H -2.610 1.100 2.730
O -2.516 0.631 3.567
H -1.935 -2.431 2.752
H -2.873 -1.203 2.344
O -2.356 -1.946 2.037
H -0.338 -1.541 -2.138
H -1.637 -2.411 -2.494
O -0.975 -1.807 -2.803
H 3.946 -1.236 -0.985
H 3.381 -0.059 0.116
O 3.941 -0.760 -0.177
H -0.870 3.957 0.257
H -1.345 5.060 1.178
O -1.473 4.707 0.296
H 4.030 -2.679 1.047
H 3.324 -2.183 2.397
O 4.123 -2.417 1.951
H 1.831 -3.369 -1.499
H 1.452 -1.989 -0.861
O 2.095 -2.450 -1.415
H -0.733 -1.815 0.390
H -0.613 -0.347 0.592
O -0.065 -1.123 0.376
H 0.846 -1.925 3.089
H 0.752 -2.614 4.436
O 0.627 -2.770 3.502
H 2.876 1.968 2.345
H 2.415 3.407 1.987
O 2.716 2.845 2.707
H 0.313 -0.539 -5.441
H 0.296 -1.466 -4.314
O 0.806 -1.301 -5.119

Results of the Mulliken charge analysis, in e, for atoms 1 through 6: -0.67, -0.65, 0.56, -0.37, -0.71, 0.65



C3H3AgF as an isolated structure at a distorted geometry. Source: the OMol25 dataset; level of theory: the ωB97M-V functional and the def2-TZVPD basis.

Calculated values
ΔE to the lowest compared entry with this formula, charge and spin   134.3 kcal/mol
Largest force on an atom   5.7 eV/Å
Spin multiplicity   2
Lowest unoccupied orbital energy (spin up / spin down)   -2.192 / -2.144 eV
Frontier orbital gap (spin up / spin down)   5.6188 / 6.3476 eV
Expectation value of S²   0.81
Total energy   -362.469112 Eh

Cartesian coordinates (Å):
C -0.465 -0.223 -1.122
F -1.400 -1.615 -1.285
H -1.633 -0.365 0.500
C 0.622 0.657 0.608
C 0.263 -0.569 -0.014
H 1.691 0.788 -0.190
H 0.637 -1.578 -0.261
Ag 0.285 2.906 1.764

Results of the Mulliken charge analysis, in e, for atoms 1 through 6: -0.14, -0.37, 0.21, -0.29, -0.20, 0.22



C3H3AgO2 as an isolated structure at a distorted geometry. Source: the OMol25 dataset; level of theory: the ωB97M-V functional and the def2-TZVPD basis.

Calculated values
ΔE to the lowest compared entry with this formula, charge and spin   0.0 kcal/mol
Largest force on an atom   3.9 eV/Å
Spin multiplicity   3
Lowest unoccupied orbital energy (spin up / spin down)   -0.942 / -0.959 eV
Frontier orbital gap (spin up / spin down)   5.7288 / 8.2055 eV
Expectation value of S²   2.01
Total energy   -413.366296 Eh

Cartesian coordinates (Å):
C 0.254 0.891 0.366
C 0.083 0.949 -1.014
H -0.924 0.974 -1.438
H 0.907 1.518 0.970
H 0.926 1.176 -1.672
O -0.297 -1.037 1.767
C 0.085 -0.511 0.678
O -0.265 -1.119 -0.440
Ag -0.769 -2.842 0.785

Results of the Mulliken charge analysis, in e, for atoms 1 through 6: -0.41, -0.62, 0.26, 0.36, 0.29, -0.75



C3H3AgO4 as an isolated structure at a distorted geometry. Source: the OMol25 dataset; level of theory: the ωB97M-V functional and the def2-TZVPD basis.

Calculated values
ΔE to the lowest compared entry with this formula, charge and spin   50.2 kcal/mol
Charge   -1
Largest force on an atom   1.5 eV/Å
Spin multiplicity   2
Lowest unoccupied orbital energy (spin up / spin down)   3.079 / 2.922 eV
Frontier orbital gap (spin up / spin down)   5.2550 / 5.3904 eV
Expectation value of S²   0.75
Total energy   -563.965074 Eh

Cartesian coordinates (Å):
C -3.225 0.244 0.039
O -2.952 -0.039 -1.071
Ag 1.034 3.130 1.175
C -1.764 1.496 1.063
O -2.229 1.795 2.430
C -1.490 2.511 3.224
O -0.397 2.995 2.973
O -2.087 2.666 4.403
H -1.607 2.465 0.555
H -0.776 1.007 1.155
H -1.533 3.227 4.962

Results of the Mulliken charge analysis, in e, for atoms 1 through 6: -0.07, -0.31, -0.37, -0.68, -0.24, 0.72



C3H3BiO2 as an isolated structure at a distorted geometry. Source: the OMol25 dataset; level of theory: the ωB97M-V functional and the def2-TZVPD basis.

Calculated values
Charge   +4
Largest force on an atom   3.6 eV/Å
Lowest unoccupied orbital energy (spin up / spin down)   -21.404 / -22.358 eV
Frontier orbital gap (spin up / spin down)   9.7010 / 5.6704 eV
Total energy   -478.829427 Eh

Cartesian coordinates (Å):
O 1.800 -0.166 -1.097
C 1.224 -0.968 -0.465
H 1.551 -1.676 0.442
C -0.093 -0.824 0.326
H -0.912 -1.393 -0.157
H -0.127 -1.234 1.352
C -0.650 0.645 0.235
Bi -1.782 3.941 -0.595
O -1.010 1.675 -0.040

Results of the Mulliken charge analysis, in e, for atoms 1 through 6: 0.12, 0.47, 0.43, -0.38, 0.42, 0.48



One molecule with the formula C3H3Br at a distorted geometry. Source: the OMol25 dataset; level of theory: the ωB97M-V functional and the def2-TZVPD basis.

Calculated values
ΔE to the lowest compared entry with this formula, charge and spin   89.4 kcal/mol
Largest force on an atom   3.0 eV/Å
Lowest unoccupied orbital energy   -0.995 eV
Frontier orbital gap   8.6458 eV
Total energy   -2689.907167 Eh

Cartesian coordinates (Å):
C 0.831 -0.700 -0.223
C 0.095 0.300 0.228
C 0.267 -0.020 1.674
Br 1.327 1.746 2.197
H 0.970 -1.163 0.972
H -0.458 1.250 -0.197
H 1.259 -1.018 -1.275

Results of the Mulliken charge analysis, in e, for atoms 1 through 6: -0.44, -0.08, -0.19, -0.18, 0.32, 0.30



C3H3Br2ClO as an isolated structure at a distorted geometry. Source: the OMol25 dataset; level of theory: the ωB97M-V functional and the def2-TZVPD basis.

Calculated values
ΔE to the lowest compared entry with this formula, charge and spin   28.0 kcal/mol
Largest force on an atom   3.6 eV/Å
Lowest unoccupied orbital energy   0.072 eV
Frontier orbital gap   10.2175 eV
Total energy   -5799.529504 Eh

Cartesian coordinates (Å):
C -0.694 -1.104 0.666
C 1.038 0.609 -0.079
C -0.391 0.307 -0.489
O -0.784 -0.959 1.842
Cl -0.829 -2.586 -0.123
Br -1.129 -0.078 -2.248
Br -1.554 1.805 0.245
H 1.594 1.434 -0.609
H 1.723 -0.304 -0.194
H 1.026 0.877 0.989

Results of the Mulliken charge analysis, in e, for atoms 1 through 6: 0.56, -1.01, 0.01, -0.38, -0.12, 0.00